(1)
54
Properties=species:S:1:pos:R:3:forces:R:3 method="wB97M-V/def2-TZVPD" total_energy_ev=-41857.4125 max_force_ha_per_bohr=0.044 orbital_gap_ha="0.230 / 0.230"
Pd -1.093 0.423 2.243 -0.01 -0.05 -0.22
C -1.940 3.793 4.821 -0.01 0.04 -0.01
C -1.623 3.284 6.072 0.01 0.00 0.03
C -1.178 1.982 6.173 0.01 0.01 0.08
C -1.049 1.203 5.027 0.06 -0.17 -0.01
N -1.355 1.710 3.814 -0.09 0.22 -0.01
C -1.791 2.969 3.726 0.00 -0.04 0.04
C -0.588 -0.186 4.985 -0.01 0.09 0.12
C -0.221 -0.924 6.106 0.04 -0.07 0.06
C 0.209 -2.232 5.953 0.00 0.02 -0.04
C 0.265 -2.794 4.681 -0.01 0.05 0.03
C -0.109 -2.058 3.563 0.05 -0.15 0.04
C -0.537 -0.748 3.706 -0.06 0.11 -0.06
H -2.293 4.806 4.690 0.00 -0.02 0.01
H -1.722 3.898 6.959 0.00 -0.02 -0.02
H -0.926 1.558 7.134 -0.01 0.01 -0.02
H -2.032 3.320 2.737 0.01 0.00 -0.03
H -0.264 -0.490 7.099 0.00 -0.01 -0.02
H 0.500 -2.812 6.819 0.00 0.00 0.00
H 0.605 -3.816 4.561 -0.02 0.01 0.01
H -0.070 -2.501 2.576 0.01 0.01 0.00
C 5.066 -2.355 -4.057 -0.02 0.04 -0.03
O 4.236 -2.435 -5.203 0.06 0.00 0.06
C 3.069 -1.740 -5.184 0.00 0.05 0.08
C 2.705 -0.833 -4.187 -0.09 0.18 -0.07
C 1.456 -0.228 -4.225 0.18 0.19 -0.11
C 0.548 -0.520 -5.242 -0.24 -1.11 0.41
C 0.971 -1.347 -6.282 -0.15 -0.11 0.01
C 2.209 -1.958 -6.252 -0.06 -0.03 -0.15
N -0.783 -0.025 -5.338 0.79 2.10 0.06
N -1.379 0.516 -4.366 -1.29 -1.58 -0.84
C -1.296 0.030 -3.060 0.99 0.35 0.75
C -0.855 -1.236 -2.699 -0.28 0.12 -0.08
C -0.708 -1.611 -1.370 -0.05 -0.18 -0.08
C -0.951 -0.718 -0.329 0.04 0.09 0.11
O -0.754 -1.040 0.911 -0.01 0.02 -0.02
C -1.430 0.587 -0.675 -0.10 -0.03 0.05
N -1.634 1.470 0.354 0.04 -0.21 0.05
C -2.065 2.669 0.058 -0.04 0.14 0.02
C -2.361 3.092 -1.251 0.00 0.03 0.09
C -2.159 2.230 -2.285 0.04 -0.01 -0.06
C -1.660 0.934 -2.018 0.26 0.11 -0.38
H 5.834 -3.111 -4.186 0.02 0.01 -0.02
H 4.503 -2.563 -3.144 -0.01 -0.03 0.00
H 5.536 -1.372 -3.974 -0.01 0.01 0.00
H 3.385 -0.582 -3.385 -0.02 -0.02 -0.01
H 1.194 0.491 -3.461 0.02 -0.11 0.07
H 0.284 -1.535 -7.099 0.02 0.01 0.02
H 2.526 -2.621 -7.047 -0.02 0.00 0.03
H -0.622 -1.941 -3.486 0.04 -0.07 0.08
H -0.379 -2.608 -1.106 -0.01 0.02 -0.05
H -2.187 3.370 0.873 -0.05 -0.01 0.02
H -2.730 4.095 -1.416 -0.01 -0.01 0.02
H -2.355 2.513 -3.310 0.00 -0.02 0.01


(2)
60
Properties=species:S:1:pos:R:3:forces:R:3 method="wB97M-V/def2-TZVPD" spin_multiplicity=3 s_squared=2.054 total_charge=+2 total_energy_ev=-68933.9767 max_force_ha_per_bohr=0.090 orbital_gap_ha="0.232 / 0.228"
W -0.068 -0.651 -0.260 0.07 1.72 3.43
C 0.631 -2.589 4.560 0.35 0.06 1.94
S 1.098 -3.763 3.270 0.50 -1.52 1.67
C 0.859 -2.929 1.864 0.90 1.59 -2.51
S -0.437 -1.787 1.850 -1.31 0.85 -1.17
N 1.641 -3.073 0.806 -0.69 0.25 0.59
N 1.133 -2.364 -0.260 0.31 -0.33 -1.90
C 1.702 -2.491 -1.464 1.12 -0.66 1.97
C 0.959 -1.983 -2.559 -1.33 2.02 0.37
C 1.204 -2.248 -3.885 -0.79 -0.30 -0.29
C 0.248 -1.866 -4.839 0.61 0.46 0.76
C -0.740 -0.945 -4.472 -1.05 -0.91 -0.69
C -0.937 -0.637 -3.154 0.73 0.22 1.31
N -0.120 -1.133 -2.148 0.53 -1.66 -3.74
H 0.610 -3.202 5.534 -0.25 0.77 -1.57
H -0.294 -1.980 4.454 0.59 -0.87 -0.10
H 1.494 -1.915 4.702 -0.47 -0.15 -0.15
H 2.752 -2.869 -1.527 -1.20 -0.28 -0.23
H 2.048 -2.867 -4.136 0.09 -0.11 -0.13
H 0.303 -2.284 -5.826 0.07 0.20 -0.36
H -1.527 -0.632 -5.186 0.84 -0.05 0.41
H -1.730 0.051 -2.851 0.30 -0.33 0.03
O 0.426 0.921 3.488 -0.57 0.83 -0.30
C 0.977 1.484 2.392 -0.87 1.18 -0.61
O 0.870 2.650 2.036 -0.06 -2.38 0.62
C 1.873 0.479 1.698 -1.01 -0.09 0.84
C 2.771 -0.089 2.549 2.06 -1.01 -0.04
C 3.924 -0.685 1.980 0.01 0.22 -0.64
C 4.114 -0.548 0.596 -0.27 0.79 -1.14
C 3.109 0.030 -0.240 -2.01 -2.50 3.32
N 1.831 0.224 0.374 3.24 1.16 -1.47
C 3.195 0.031 -1.736 0.48 1.17 -1.99
O 4.212 -0.465 -2.228 -0.96 -0.12 0.55
O 2.246 0.674 -2.336 1.35 -2.19 0.44
H -0.235 1.537 3.868 0.58 -0.09 0.00
H 2.579 -0.134 3.620 0.26 0.51 -0.30
H 4.709 -1.172 2.580 -0.65 0.17 -0.25
H 4.976 -0.911 0.003 -0.30 0.36 0.82
C 0.471 3.638 -1.170 -2.17 2.10 -0.10
C 0.627 2.282 -1.238 -0.22 -1.46 1.91
N -0.294 1.440 -0.627 -1.12 1.00 -1.37
C -1.539 1.952 -0.320 0.70 0.49 0.56
C -1.750 3.339 -0.262 -0.94 -1.23 1.41
C -0.693 4.198 -0.575 1.12 -1.02 -0.89
C -3.026 3.723 0.307 -1.32 -0.35 -0.29
C -4.093 2.879 0.624 2.77 0.08 -0.94
C -3.912 1.441 0.511 0.69 0.28 -0.35
C -4.919 0.435 0.734 1.67 -0.50 -1.69
C -4.538 -0.882 0.403 -1.27 0.68 0.16
C -3.269 -1.197 -0.047 1.32 0.67 0.78
N -2.252 -0.282 -0.119 -1.37 -0.68 -0.25
C -2.589 1.046 0.068 -0.66 -1.09 0.11
H 1.125 4.326 -1.705 0.32 -0.38 0.48
H 1.552 1.721 -1.606 -1.02 0.77 0.06
H -0.799 5.253 -0.396 0.05 0.29 -0.14
H -3.184 4.785 0.380 -0.18 0.28 0.13
H -5.021 3.320 0.877 -0.76 0.16 0.46
H -5.976 0.661 0.876 0.44 0.16 0.50
H -5.267 -1.707 0.425 0.35 0.58 0.08
H -3.063 -2.240 -0.253 0.40 0.14 -0.11


(3)
63
Properties=species:S:1:pos:R:3:forces:R:3 method="wB97M-V/def2-TZVPD" spin_multiplicity=3 s_squared=2.004 total_charge=-1 total_energy_ev=-117526.8076 max_force_ha_per_bohr=0.008 orbital_gap_ha="0.251 / 0.249"
Ni 0.284 0.031 -0.921 -0.14 0.09 0.11
C -0.281 4.964 4.302 0.03 -0.08 -0.06
C -0.161 3.698 3.488 0.00 0.05 0.08
C 0.667 2.649 3.873 -0.01 0.01 -0.05
C 0.808 1.527 3.078 0.04 0.04 0.11
C 0.108 1.342 1.870 0.17 -0.30 -0.10
N 0.314 0.223 1.091 -0.36 -0.10 0.02
C 0.639 -0.973 1.732 0.14 0.19 0.01
C -0.092 -1.427 2.839 -0.04 -0.03 0.01
C 0.132 -2.654 3.426 -0.02 0.01 -0.02
C 1.097 -3.520 2.918 -0.07 -0.04 0.12
C 1.260 -4.921 3.449 -0.02 0.05 -0.05
C 1.842 -3.083 1.842 0.12 -0.06 -0.13
C 1.657 -1.825 1.278 0.04 0.00 -0.11
N 2.533 -1.461 0.200 0.03 0.13 0.18
C 3.723 -2.019 -0.100 0.06 -0.05 -0.03
C 4.183 -1.449 -1.263 0.00 0.02 0.03
C 3.195 -0.525 -1.616 0.11 0.09 0.06
N 2.223 -0.527 -0.718 -0.14 -0.18 -0.37
C -0.757 2.400 1.511 0.00 0.22 -0.02
C -0.847 3.550 2.292 -0.02 0.01 -0.08
N -1.604 2.306 0.375 -0.20 -0.10 0.10
C -2.704 3.123 0.098 0.00 0.04 0.09
C -2.917 3.252 -1.209 0.03 -0.04 -0.12
C -1.891 2.427 -1.933 -0.06 -0.18 0.08
N -1.143 1.773 -0.800 0.15 0.22 -0.04
H 0.006 4.787 5.340 -0.01 0.01 -0.02
H -1.305 5.344 4.297 0.02 0.00 0.01
H 0.365 5.757 3.913 -0.02 -0.02 0.01
H 1.232 2.724 4.797 0.00 -0.03 -0.02
H 1.481 0.737 3.388 -0.02 0.03 0.01
H -0.883 -0.785 3.208 0.01 -0.01 0.01
H -0.486 -2.969 4.261 0.01 0.02 -0.01
H 0.830 -5.010 4.447 0.01 -0.01 0.00
H 2.311 -5.213 3.503 -0.02 0.01 0.00
H 0.751 -5.638 2.799 0.01 0.03 0.02
H 2.546 -3.769 1.389 -0.02 0.04 -0.01
H 4.164 -2.778 0.519 -0.04 0.01 0.04
H 5.093 -1.682 -1.788 0.00 0.02 0.03
H 3.132 0.133 -2.469 -0.09 -0.04 0.02
H -1.479 4.366 1.955 0.00 -0.05 -0.02
H -3.268 3.547 0.915 0.03 -0.02 -0.02
H -3.714 3.796 -1.691 0.02 0.00 0.07
H -1.256 2.955 -2.642 0.04 0.00 -0.01
Cl -3.337 -0.676 -7.158 0.03 0.01 0.03
C -2.222 -0.285 -5.869 0.03 0.00 0.04
C -0.856 -0.394 -6.082 -0.01 -0.01 -0.04
C 0.013 -0.095 -5.054 0.06 -0.03 -0.01
Cl 1.726 -0.239 -5.328 -0.07 0.00 -0.01
C -0.417 0.320 -3.771 0.12 -0.08 0.00
O 0.428 0.589 -2.831 0.05 -0.07 0.00
C -1.819 0.446 -3.614 -0.07 0.06 0.08
C -2.381 1.030 -2.360 0.24 0.06 -0.03
O -1.868 0.493 -1.092 -0.04 0.00 0.01
C -2.698 0.129 -4.642 -0.05 0.00 0.02
H -0.475 -0.721 -7.040 0.01 0.01 0.03
H -3.466 0.933 -2.365 -0.07 0.01 0.04
H -3.767 0.214 -4.481 0.03 0.00 -0.01
F -0.768 -3.879 0.044 0.08 0.03 -0.17
B -0.135 -3.434 -1.114 0.09 -0.10 -0.01
F -0.191 -1.962 -1.106 -0.11 0.05 -0.05
F -0.779 -3.865 -2.266 0.10 0.05 0.20
F 1.224 -3.786 -1.116 -0.19 0.02 -0.02


(4)
63
Properties=species:S:1:pos:R:3:forces:R:3 method="wB97M-V/def2-TZVPD" spin_multiplicity=6 s_squared=8.790 total_charge=+1 total_energy_ev=-95015.9587 max_force_ha_per_bohr=0.023 orbital_gap_ha="0.257 / 0.212"
Ir 0.024 -0.165 0.206 0.48 -0.59 -0.91
Cl -3.040 -6.327 -1.508 -0.02 0.00 -0.06
C -2.262 -5.074 -0.643 0.03 0.13 -0.18
C -1.862 -3.945 -1.316 -0.09 -0.20 0.04
C -1.234 -2.898 -0.624 0.09 0.09 -0.02
N -0.841 -1.717 -1.167 -0.01 -0.02 0.17
C -0.927 -1.486 -2.519 0.05 -0.08 0.01
O -0.923 -2.328 -3.392 -0.05 0.07 -0.06
C -1.072 -0.032 -2.873 -0.02 0.09 -0.12
C -1.419 0.311 -4.171 0.04 -0.02 0.07
C -1.622 1.648 -4.469 0.01 0.01 -0.02
C -1.458 2.589 -3.466 0.04 -0.01 0.05
C -1.089 2.159 -2.201 0.01 0.03 -0.09
N -0.912 0.873 -1.905 -0.03 -0.05 -0.03
C -1.005 -3.045 0.799 0.04 0.21 -0.04
C -1.414 -4.224 1.458 -0.15 -0.26 -0.06
C -2.033 -5.218 0.754 0.11 0.10 0.22
Cl -2.543 -6.639 1.564 0.02 0.01 0.04
N -0.344 -2.033 1.371 -0.01 -0.26 -0.04
C 0.161 -2.078 2.654 -0.10 -0.06 0.04
O -0.336 -2.623 3.611 0.09 0.01 0.02
C 1.491 -1.388 2.729 0.14 0.05 0.16
C 2.286 -1.560 3.850 -0.03 0.05 -0.09
C 3.551 -0.995 3.854 -0.01 0.00 -0.02
C 3.964 -0.281 2.741 -0.03 0.00 0.01
C 3.091 -0.137 1.675 0.09 0.07 0.05
N 1.880 -0.683 1.661 -0.15 -0.04 0.11
H -2.020 -3.877 -2.379 -0.01 -0.03 0.02
H -1.527 -0.472 -4.907 0.00 -0.01 0.00
H -1.905 1.952 -5.468 -0.01 0.00 -0.01
H -1.614 3.643 -3.648 0.00 0.02 0.00
H -0.949 2.866 -1.394 -0.03 0.02 0.01
H -1.263 -4.325 2.520 0.00 -0.01 0.01
H 1.901 -2.134 4.679 -0.01 -0.02 0.02
H 4.204 -1.117 4.707 0.02 0.00 0.01
H 4.946 0.169 2.696 0.00 0.00 -0.01
H 3.374 0.446 0.810 0.02 -0.02 -0.01
N 2.216 5.871 -0.439 -0.01 0.08 0.02
C 2.270 4.767 -0.748 0.01 0.18 0.05
C 2.327 3.387 -1.115 -0.01 -0.32 -0.10
C 3.107 2.945 -2.181 -0.05 -0.02 0.07
C 3.108 1.594 -2.485 -0.02 -0.01 0.03
C 2.333 0.737 -1.725 0.03 0.02 -0.07
N 1.584 1.167 -0.704 -0.02 0.19 0.08
C 1.574 2.464 -0.397 0.10 0.06 -0.05
H 3.696 3.648 -2.754 0.00 0.01 0.00
H 3.699 1.204 -3.300 0.01 -0.01 -0.02
H 2.301 -0.327 -1.932 0.01 0.00 -0.01
H 0.943 2.758 0.434 -0.03 0.02 -0.03
C 0.234 1.804 3.778 -0.15 -0.01 0.10
O 0.912 1.917 2.531 0.26 0.09 -0.06
H -0.332 2.709 4.006 0.01 -0.01 0.01
H 0.928 1.585 4.594 0.00 0.01 -0.02
H -0.470 0.979 3.685 0.02 0.01 0.01
H 1.562 2.623 2.605 -0.04 0.01 0.11
C -4.178 0.491 -0.610 -0.04 -0.06 -0.05
O -3.608 1.773 -0.295 0.13 0.14 0.05
C -2.597 1.853 0.542 0.14 -0.24 0.35
S -1.978 3.260 1.078 -0.12 0.15 -0.17
S -1.905 0.362 1.229 -0.75 0.43 0.42
H -4.958 0.694 -1.338 0.02 0.01 0.02
H -4.607 0.044 0.286 0.00 -0.01 -0.03
H -3.418 -0.163 -1.036 -0.02 -0.04 0.00


These records have ΔE to the lowest compared entry with this formula, charge and spin values of 0.000; 3.735; 3.814; 0.299 eV, in the order they appear.